*a*
The molecule C5H7F. Source: the Open Molecules 2025 dataset; level of theory: ωB97M-V with the def2-TZVPD basis set.

XYZ file:
```
13
Properties=species:S:1:pos:R:3
C -1.54 0.28 0.48
C -0.94 -0.91 -0.22
C 0.41 -1.15 -0.34
C 1.48 -0.14 0.06
C 1.39 1.13 -0.39
H -0.84 0.65 1.51
H -1.62 1.39 -0.24
H -2.49 -0.22 0.83
H -1.64 -1.71 -0.45
H 0.67 -2.10 -0.76
H 0.33 1.67 -0.57
H 2.20 1.86 -0.41
F 2.59 -0.73 0.49
```

Properties
Molar mass ... 86.11 g mol⁻¹
E_HOMO ... -8.886 eV
SMILES ... C=C(F)/C=C\C
Gap between HOMO and LUMO ... 0.356 hartree

*b*
A structure of composition C5H7F. Source: the Open Molecules 2025 dataset; level of theory: ωB97M-V with the def2-TZVPD basis set.

XYZ file:
```
13
Properties=species:S:1:pos:R:3
C 0.19 -1.18 0.31
C -0.93 -0.35 -0.10
C -2.30 -0.19 0.11
C 0.93 -0.15 -0.58
C 1.51 1.11 -0.03
F -3.14 0.62 -0.65
H 0.18 -2.12 -0.06
H 0.50 -1.14 1.34
H 1.07 -0.34 -1.58
H -2.90 -0.63 0.81
H 0.68 1.57 0.61
H 2.41 0.92 0.64
H 1.81 1.90 -0.83
```

Properties
Molar mass ... 86.11 g mol⁻¹
E_HOMO ... -8.860 eV
Gap between HOMO and LUMO ... 0.354 hartree

*c*
The molecule C5H7F. Source: the Open Molecules 2025 dataset; level of theory: ωB97M-V with the def2-TZVPD basis set.

XYZ file:
```
13
Properties=species:S:1:pos:R:3
C -1.01 -1.06 -0.08
C -1.30 0.25 -0.60
C 1.09 -0.03 -0.98
C 0.12 0.02 0.05
C 0.40 0.84 1.35
F 2.01 0.88 -1.08
H -1.45 -1.40 0.83
H -0.73 -1.90 -0.70
H -1.24 0.17 -1.68
H 1.09 -0.73 -1.79
H -0.55 1.48 1.23
H 1.32 1.40 1.32
H 0.27 0.09 2.14
```

Properties
Molar mass ... 86.11 g mol⁻¹
E_HOMO (spin up / spin down) ... -7.988 / -7.992 eV
Gap between HOMO and LUMO (spin up / spin down) ... 0.290 / 0.290 hartree

Which of them is the least stable? Correct choice: *c*.

*a*
The molecule C6H15N. Source: the Open Molecules 2025 dataset; level of theory: ωB97M-V with the def2-TZVPD basis set.

XYZ file:
```
22
Properties=species:S:1:pos:R:3
C -0.04 -0.98 0.67
C 1.31 -1.36 1.30
C 2.41 -1.53 0.25
C 0.05 0.43 0.05
N -1.24 1.10 -0.06
C -1.08 2.40 -0.69
C -2.20 0.31 -0.83
H -0.81 -0.96 1.44
H -0.21 -1.69 -0.13
H 1.60 -0.58 2.01
H 1.21 -2.31 1.80
H 3.37 -1.63 0.75
H 2.26 -2.37 -0.41
H 2.54 -0.62 -0.35
H 0.66 1.04 0.73
H 0.51 0.36 -0.94
H -2.04 2.89 -0.72
H -0.66 2.28 -1.71
H -0.38 3.02 -0.13
H -3.13 0.81 -0.86
H -2.35 -0.66 -0.36
H -1.79 0.05 -1.82
```

Properties
Molar mass ... 101.19 g mol⁻¹
E_HOMO ... -8.509 eV
SMILES ... CCCCN(C)C
Gap between HOMO and LUMO ... 0.356 hartree

*b*
The molecule C6H15N. Source: the Open Molecules 2025 dataset; level of theory: ωB97M-V with the def2-TZVPD basis set.

XYZ file:
```
22
Properties=species:S:1:pos:R:3
C -0.50 -0.54 -1.01
N -0.94 0.86 -1.01
C -1.89 1.39 0.08
C -1.36 2.79 0.81
C 1.03 -0.85 -1.05
C 1.56 -2.49 0.97
C 1.69 -1.01 0.34
H -1.05 -1.13 -0.38
H -0.93 -0.93 -1.97
H -0.29 1.49 -1.37
H -2.83 1.53 -0.46
H -1.97 0.68 0.89
H -1.75 2.74 1.81
H -1.69 3.73 0.26
H -0.27 2.57 0.77
H 1.33 0.06 -1.60
H 1.15 -1.71 -1.75
H 2.41 -2.95 0.58
H 1.56 -2.34 2.01
H 0.53 -2.78 0.82
H 1.26 -0.23 1.07
H 2.94 -0.88 0.18
```

Properties
Molar mass ... 101.19 g mol⁻¹
E_HOMO ... -8.053 eV
SMILES ... CCCCNCC
Gap between HOMO and LUMO ... 0.338 hartree

*c*
The molecule C6H15N. Source: the Open Molecules 2025 dataset; level of theory: ωB97M-V with the def2-TZVPD basis set.

XYZ file:
```
22
Properties=species:S:1:pos:R:3
C 1.76 0.76 1.31
N 1.49 0.55 -0.07
C 0.15 0.90 -0.59
C -0.82 -0.17 -0.19
C -0.26 -1.62 0.03
C -1.29 -2.51 -0.76
C -0.43 2.20 -0.11
H 0.83 0.50 1.84
H 2.43 -0.04 1.86
H 2.13 1.79 1.64
H 2.36 0.76 -0.66
H 0.20 0.92 -1.66
H -1.44 -0.45 -1.02
H -1.55 0.16 0.57
H -0.05 -1.85 1.10
H 0.70 -1.52 -0.65
H -1.15 -3.57 -0.59
H -2.28 -2.24 -0.21
H -1.05 -2.08 -1.75
H 0.38 2.97 -0.27
H -1.28 2.42 -0.70
H -0.84 2.12 0.88
```

Properties
Molar mass ... 101.19 g mol⁻¹
E_HOMO ... -8.315 eV
SMILES ... CCC[C@@H](C)NC
Gap between HOMO and LUMO ... 0.346 hartree

Which of them is the least stable? Correct choice: *b*.

*a*
The molecule C6H15N. Source: the Open Molecules 2025 dataset; level of theory: ωB97M-V with the def2-TZVPD basis set.

XYZ file:
```
22
Properties=species:S:1:pos:R:3
C 2.57 -1.65 0.20
C 1.61 -1.06 -0.80
C 0.15 -1.23 -0.33
C -0.28 -0.14 0.67
C -0.48 1.26 -0.05
C -1.93 1.45 -0.48
N -2.84 1.89 0.58
H 2.49 -1.20 1.19
H 3.62 -1.51 -0.12
H 2.45 -2.73 0.34
H 1.74 -1.59 -1.74
H 1.78 0.01 -0.95
H 0.07 -2.16 0.23
H -0.57 -1.21 -1.15
H -1.20 -0.39 1.17
H 0.54 0.07 1.38
H 0.21 1.29 -0.89
H -0.14 2.02 0.66
H -2.02 2.11 -1.34
H -2.30 0.47 -0.78
H -2.67 1.42 1.46
H -2.80 2.89 0.72
```

Properties
Molar mass ... 101.19 g mol⁻¹
E_HOMO ... -9.055 eV
SMILES ... CCCCCCN
Gap between HOMO and LUMO ... 0.377 hartree

*b*
The molecule C6H15N. Source: the Open Molecules 2025 dataset; level of theory: ωB97M-V with the def2-TZVPD basis set.

XYZ file:
```
22
Properties=species:S:1:pos:R:3
C 1.56 0.20 -2.17
N 0.33 0.24 -1.41
C 0.44 -0.25 -0.05
C -1.00 -0.60 0.23
C -1.12 -1.50 1.55
C -1.78 0.76 0.27
C 1.18 0.63 0.89
H 1.50 -0.71 -2.87
H 2.34 -0.02 -1.45
H 1.79 1.04 -2.73
H -0.13 1.08 -1.30
H 1.02 -1.22 -0.04
H -1.31 -1.23 -0.65
H -0.45 -0.88 2.17
H -2.09 -1.43 1.89
H -0.90 -2.47 1.23
H -1.18 1.56 -0.35
H -1.61 1.13 1.29
H -2.73 0.64 -0.08
H 0.76 1.64 1.02
H 1.15 0.54 2.02
H 2.22 0.86 0.55
```

Properties
Molar mass ... 101.19 g mol⁻¹
E_HOMO ... -8.482 eV
SMILES ... CN[C@@H](C)C(C)C
Gap between HOMO and LUMO ... 0.350 hartree

Which of them is the least stable? Correct choice: *b*.

*a*
The molecule C6H15N. Source: the Open Molecules 2025 dataset; level of theory: ωB97M-V with the def2-TZVPD basis set.

XYZ file:
```
22
Properties=species:S:1:pos:R:3
C -1.07 2.46 -0.44
N -1.07 0.97 -0.73
C 0.17 0.52 -0.16
C 0.58 -0.98 -0.55
C 1.68 -1.59 0.22
C -0.67 -1.90 -0.66
C 0.13 0.71 1.37
H -1.91 2.95 -0.91
H -0.11 2.86 -0.86
H -1.04 2.70 0.61
H -1.90 0.57 -0.28
H 0.98 1.16 -0.39
H 0.75 -0.99 -1.77
H 1.52 -1.77 1.36
H 2.00 -2.68 -0.11
H 2.65 -0.97 -0.08
H -1.00 -1.60 -1.65
H -1.44 -1.66 0.20
H -0.45 -3.00 -0.62
H -0.87 0.52 1.79
H 0.57 -0.02 1.99
H 0.49 1.74 1.69
```

Properties
Molar mass ... 101.19 g mol⁻¹
E_HOMO ... -8.881 eV
SMILES ... CN[C@@H](C)C(C)C
Gap between HOMO and LUMO ... 0.366 hartree

*b*
A structure of composition C6H15N. Source: the Open Molecules 2025 dataset; level of theory: ωB97M-V with the def2-TZVPD basis set.

XYZ file:
```
22
Properties=species:S:1:pos:R:3
C -0.48 -3.86 -0.88
N 0.61 -1.00 -0.34
C 0.00 0.16 0.07
C 0.78 1.47 -0.16
C -0.17 2.60 -0.56
C 1.63 1.65 1.13
C -1.29 0.02 0.84
H -1.51 -4.11 -0.65
H -0.45 -3.22 -1.75
H -0.05 -3.36 -0.02
H 0.12 -4.76 -1.07
H -0.01 -0.44 -1.10
H 1.45 1.16 -0.97
H 0.31 3.48 -0.99
H -0.77 2.23 -1.40
H -0.94 2.74 0.19
H 1.17 2.35 1.84
H 2.60 2.15 1.04
H 1.70 0.65 1.55
H -1.16 0.49 1.84
H -2.09 0.66 0.47
H -1.44 -1.05 0.91
```

Properties
Molar mass ... 101.19 g mol⁻¹
E_HOMO ... -7.823 eV
Gap between HOMO and LUMO ... 0.317 hartree

*c*
The molecule C6H15N. Source: the Open Molecules 2025 dataset; level of theory: ωB97M-V with the def2-TZVPD basis set.

XYZ file:
```
22
Properties=species:S:1:pos:R:3
C -0.67 2.23 0.43
C -0.24 2.16 1.93
C -1.11 0.88 -0.14
N -0.13 0.22 -0.96
C 1.00 -0.48 -0.44
C 1.09 -1.89 -1.04
C 0.06 -2.86 -0.54
H 0.19 2.69 -0.06
H -1.55 2.87 0.32
H 0.72 1.65 1.91
H -0.98 1.66 2.53
H -0.10 3.18 2.33
H -1.40 0.13 0.63
H -2.05 1.12 -0.66
H -0.04 0.61 -1.87
H 1.98 -0.05 -0.73
H 0.92 -0.51 0.65
H 2.07 -2.37 -0.91
H 1.02 -1.81 -2.13
H 0.22 -3.10 0.50
H -0.97 -2.50 -0.67
H -0.03 -3.82 -1.07
```

Properties
Molar mass ... 101.19 g mol⁻¹
E_HOMO ... -8.092 eV
SMILES ... CCCNCCC
Gap between HOMO and LUMO ... 0.341 hartree

*d*
The molecule C6H15N. Source: the Open Molecules 2025 dataset; level of theory: ωB97M-V with the def2-TZVPD basis set.

XYZ file:
```
22
Properties=species:S:1:pos:R:3
C 0.71 0.73 1.75
C 1.88 0.20 2.62
C 0.77 -0.01 0.39
N -0.57 -0.07 -0.22
C -0.52 -1.13 -1.28
C -1.48 -1.05 -2.46
C -0.93 1.27 -0.71
H 0.71 1.79 1.54
H -0.18 0.35 2.25
H 2.78 0.14 2.00
H 1.59 -0.70 3.13
H 2.15 0.91 3.41
H 1.07 -1.03 0.58
H 1.48 0.56 -0.24
H 0.50 -1.31 -1.61
H -0.77 -2.03 -0.70
H -2.39 -1.64 -2.30
H -1.12 -1.38 -3.43
H -1.86 -0.04 -2.52
H -1.06 1.86 0.21
H -0.20 1.76 -1.35
H -1.96 1.34 -1.06
```

Properties
Molar mass ... 101.19 g mol⁻¹
E_HOMO ... -8.511 eV
SMILES ... CCCN(C)CC
Gap between HOMO and LUMO ... 0.355 hartree

Which of them is the least stable? Correct choice: *b*.

*a*
A cluster of 2 separate species, C6H15N in total. Source: the Open Molecules 2025 dataset; level of theory: ωB97M-V with the def2-TZVPD basis set.

XYZ file:
```
22
Properties=species:S:1:pos:R:3
C -2.70 -0.69 0.98
C -1.41 -0.21 1.62
N -0.86 0.93 0.91
C 0.16 1.61 1.69
H -3.03 -1.62 1.44
H -2.56 -0.87 -0.09
H -3.52 0.03 1.10
H -0.67 -1.02 1.59
H -1.57 0.00 2.69
H -1.59 1.60 0.68
H 0.62 2.41 1.10
H -0.19 2.06 2.63
H 0.93 0.89 1.98
C 2.68 -0.39 -1.32
C 1.67 -0.17 -2.40
C 0.77 -1.08 -2.76
H 2.52 0.23 -0.44
H 2.69 -1.44 -1.03
H 3.69 -0.13 -1.67
H 1.67 0.77 -2.94
H 0.01 -0.89 -3.51
H 0.70 -2.02 -2.23
```

Properties
Molar mass ... 101.19 g mol⁻¹
E_HOMO ... -8.756 eV
SMILES ... C=CC.CCNC
Gap between HOMO and LUMO ... 0.363 hartree

*b*
The molecule C6H15N. Source: the Open Molecules 2025 dataset; level of theory: ωB97M-V with the def2-TZVPD basis set.

XYZ file:
```
22
Properties=species:S:1:pos:R:3
C -1.59 -1.72 0.38
C -0.53 -1.18 -0.58
N 0.04 0.11 -0.23
C 1.11 -0.02 0.74
C 0.64 -0.06 2.19
C 0.52 0.82 -1.41
C -0.04 2.24 -1.47
H -1.67 -2.80 0.29
H -2.57 -1.32 0.15
H -1.37 -1.44 1.41
H 0.25 -1.95 -0.67
H -0.99 -1.12 -1.54
H 1.76 0.81 0.67
H 1.72 -0.91 0.52
H 1.43 -0.46 2.85
H -0.28 -0.62 2.38
H 0.36 0.92 2.56
H 0.29 0.29 -2.33
H 1.62 0.82 -1.46
H 0.17 2.77 -0.59
H -1.13 2.12 -1.45
H 0.21 2.72 -2.42
```

Properties
Molar mass ... 101.19 g mol⁻¹
E_HOMO ... -8.576 eV
SMILES ... CCN(CC)CC
Gap between HOMO and LUMO ... 0.360 hartree

*c*
A structure of composition C6H15N. Source: the Open Molecules 2025 dataset; level of theory: ωB97M-V with the def2-TZVPD basis set.

XYZ file:
```
22
Properties=species:S:1:pos:R:3
C 0.86 -0.42 -4.21
N 0.71 0.58 -0.95
C -0.21 0.44 0.06
C 0.23 -0.46 1.24
C -0.76 -1.50 1.74
C 0.75 0.35 2.44
C -1.42 1.30 0.19
H 0.79 0.30 -3.38
H 1.19 -1.52 -3.87
H 1.37 0.01 -5.09
H -0.15 -0.58 -4.52
H 0.11 -0.39 -0.93
H 1.11 -0.91 0.77
H -0.47 -2.18 2.61
H -1.35 -2.21 1.12
H -1.54 -0.86 2.21
H -0.13 1.01 2.84
H 1.02 -0.32 3.21
H 1.74 0.95 2.29
H -1.65 1.62 1.25
H -2.32 0.66 -0.09
H -1.34 2.09 -0.51
```

Properties
Molar mass ... 101.19 g mol⁻¹
E_HOMO ... -8.267 eV
Gap between HOMO and LUMO ... 0.333 hartree

Which of them is the least stable? Correct choice: *c*.

*a*
The molecule C6H15N. Source: the Open Molecules 2025 dataset; level of theory: ωB97M-V with the def2-TZVPD basis set.

XYZ file:
```
22
Properties=species:S:1:pos:R:3
C 1.66 0.69 1.41
N 1.49 0.47 -0.10
C 0.14 0.89 -0.63
C -0.95 -0.20 -0.15
C -0.47 -1.55 0.13
C -1.32 -2.54 -0.64
C -0.46 2.22 -0.09
H 0.73 0.33 1.86
H 2.61 0.08 1.63
H 1.76 1.76 1.70
H 2.33 0.73 -0.69
H 0.22 0.93 -1.68
H -1.66 -0.02 -1.04
H -1.73 0.03 0.63
H -0.33 -1.90 1.18
H 0.63 -1.74 -0.29
H -0.91 -3.55 -0.57
H -2.51 -2.33 -0.60
H -1.32 -2.43 -1.76
H 0.12 3.17 -0.28
H -1.37 2.39 -0.64
H -0.59 2.19 0.99
```

Properties
Molar mass ... 101.19 g mol⁻¹
E_HOMO ... -8.363 eV
SMILES ... CCC[C@@H](C)NC
Gap between HOMO and LUMO ... 0.349 hartree

*b*
A structure of composition C6H15N. Source: the Open Molecules 2025 dataset; level of theory: ωB97M-V with the def2-TZVPD basis set.

XYZ file:
```
22
Properties=species:S:1:pos:R:3
C 0.15 -3.25 -2.46
N -0.42 -1.22 0.19
C 0.06 0.02 0.20
C -0.77 1.10 0.91
C -0.48 2.56 0.50
C -0.58 0.87 2.40
C 1.42 0.30 -0.31
H 0.41 -3.34 -1.41
H 0.52 -2.28 -2.79
H -0.93 -3.21 -2.49
H 0.56 -4.05 -3.08
H -0.77 -0.57 -0.67
H -1.81 0.85 0.68
H -1.39 3.07 0.19
H 0.28 2.63 -0.28
H -0.02 3.08 1.34
H 0.40 1.06 2.85
H -1.29 1.43 3.01
H -0.80 -0.17 2.66
H 2.07 0.87 0.37
H 1.48 0.90 -1.23
H 1.90 -0.64 -0.58
```

Properties
Molar mass ... 101.19 g mol⁻¹
E_HOMO ... -7.877 eV
Gap between HOMO and LUMO ... 0.320 hartree

Which of them is the least stable? Correct choice: *b*.